[1]
The following is a DFT calculation (the ωB97M-V functional and the def2-TZVPD basis) of a 2-piece molecular cluster, CH2Cl4Si overall at a distorted geometry.

Each line ends with the Löwdin charge.
CARTESIAN COORDINATES (ANGSTROEM)
C -0.7449 0.5743 0.4133  -0.873
Si 0.8630 -0.2315 0.0657  -0.719
Cl -1.1466 2.1865 0.4211  0.634
Cl 0.5277 -2.2433 0.1992  0.298
Cl 2.3876 0.1762 1.4137  0.274
Cl 1.4575 0.1950 -1.8913  0.250
H -1.4674 -0.1577 0.7619  -0.025
H -1.8769 -0.4994 -1.3837  0.161

For the largest force on an atom, the calculation gives 1.6 eV Å⁻¹. Its charge is 0. The spin multiplicity is 1. For the total energy, the calculation gives -2169.5794 Eh.

=====

[2]
The following is a DFT calculation (the ωB97M-V functional and the def2-TZVPD basis) of C18H19AsBF5N6OV as an isolated structure at a distorted geometry.

Each line ends with the Löwdin spin population.
CARTESIAN COORDINATES (ANGSTROEM)
V -0.5937 0.3221 -0.3324  1.025
C -4.1062 -1.4025 0.3115  -0.002
C -2.9643 -2.2298 0.4417  0.000
N -1.9464 -1.5850 0.9713  0.001
N -2.4000 -0.2993 1.1917  0.006
C -3.7174 -0.1990 0.8081  0.004
B -1.6862 0.5691 2.2856  0.003
N -1.6311 1.9818 1.6538  0.000
C -1.9069 3.1961 2.1048  -0.004
C -1.5415 4.1361 1.1397  -0.002
C -1.0202 3.4005 0.1051  -0.001
N -1.0763 2.0747 0.3966  -0.013
N -0.2146 0.0482 2.3343  0.008
C 0.5638 -0.3345 3.3346  0.002
C 1.8497 -0.5883 2.8477  0.001
C 1.7838 -0.3289 1.4991  0.004
N 0.5234 0.0506 1.1802  0.000
H -5.0761 -1.6703 -0.0730  0.000
H -2.8684 -3.2723 0.1734  0.000
H -4.2701 0.7184 0.9367  0.000
H -2.1911 0.5707 3.3662  0.000
H -2.3470 3.3297 3.0821  0.000
H -1.6426 5.2065 1.1985  0.000
H -0.5999 3.7455 -0.8240  0.000
H 0.1753 -0.3994 4.3391  0.000
H 2.7098 -0.9021 3.4141  0.000
H 2.5525 -0.3700 0.7449  0.000
F -2.0060 1.5803 -2.3074  0.001
C -0.7194 1.8649 -2.6510  0.000
C 0.2662 1.3788 -1.8134  -0.014
C 1.5743 1.5779 -2.1915  0.004
F 2.5795 1.0602 -1.4637  0.001
C 1.8965 2.2802 -3.3390  -0.001
F 3.1576 2.4648 -3.6940  0.000
C 0.8763 2.7828 -4.1367  0.001
F 1.1745 3.4482 -5.2367  0.001
C -0.4558 2.5701 -3.8032  -0.001
F -1.4205 3.0204 -4.5868  -0.001
C 2.0438 -2.6187 -1.6861  0.000
As 0.2958 -2.3037 -2.3272  0.000
C 0.2648 -1.6273 -4.0959  0.000
C -0.8380 -3.8075 -2.1667  0.000
O -0.3745 -1.0585 -1.2980  -0.023
H 2.5157 -3.3481 -2.3441  0.000
H 1.9795 -3.0095 -0.6736  0.000
H 2.5943 -1.6795 -1.7153  0.000
H 0.3564 -2.4780 -4.7707  0.000
H 1.0915 -0.9372 -4.2461  0.000
H -0.6890 -1.1292 -4.2560  0.000
H -0.4755 -4.5648 -2.8614  0.000
H -1.8472 -3.5052 -2.4343  0.000
H -0.7990 -4.1827 -1.1475  0.000

For the largest force on an atom, the calculation gives 2.4 eV Å⁻¹. Its expectation value of S² is 0.7604. Its charge is +2. The spin multiplicity is 2. For the total energy, the calculation gives -4804.5151 Eh.

=====

[3]
The following is a DFT calculation (the ωB97M-V functional and the def2-TZVPD basis) of an isolated ion of composition C21H19Cl2N2O and charge +1 at a distorted geometry.

Each line ends with the Löwdin charge.
CARTESIAN COORDINATES (ANGSTROEM)
N 1.3401 0.9883 3.5920  0.419
N 0.3639 0.8206 2.9754  0.137
C -0.4021 0.4019 1.7619  -0.164
C 0.7805 0.0332 0.6359  -0.166
C 0.2947 -0.0650 -0.7946  -0.032
C 0.1258 1.0313 -1.6542  0.001
C -0.0273 1.0210 -3.1013  -0.232
C -0.2422 2.2179 -3.7942  -0.022
C -0.3988 2.2471 -5.1807  -0.078
C -0.3421 1.0557 -5.9289  -0.652
Cl -0.5060 1.0436 -7.6487  0.701
C -0.1018 -0.1622 -5.2392  -0.082
C 0.0627 -0.1636 -3.8548  -0.025
C 1.8556 -0.9967 0.9424  -0.177
C 2.9572 -0.7004 1.8188  -0.038
C 3.7991 -1.7218 2.3131  -0.080
C 3.7224 -3.0414 1.8146  -0.708
Cl 4.7356 -4.2598 2.3765  0.763
C 2.7893 -3.2688 0.7968  -0.076
C 1.9247 -2.2610 0.3555  -0.029
C -1.3588 -0.7263 2.3313  -0.105
C -2.8781 -0.5812 2.3128  -0.176
C -3.3800 0.7961 2.8398  -0.195
C -2.7482 1.8752 2.0585  -0.112
C -1.2638 1.7496 1.6278  -0.260
O -0.7069 2.7449 1.2338  0.130
H 1.1287 1.0809 0.7628  0.133
H 0.1041 -1.0624 -1.2490  0.097
H 0.1166 2.0114 -1.2015  0.103
H -0.3160 3.1490 -3.2695  0.112
H -0.5562 3.1548 -5.7460  0.107
H -0.0302 -1.0960 -5.8182  0.115
H 0.2543 -1.1202 -3.3391  0.114
H 3.1152 0.2923 2.2795  0.093
H 4.5141 -1.5540 3.1461  0.121
H 2.7128 -4.2723 0.3967  0.113
H 1.1650 -2.5376 -0.3827  0.110
H -1.1240 -1.0289 3.3800  0.136
H -1.0917 -1.5980 1.7147  0.125
H -3.3575 -1.3552 2.9397  0.128
H -3.2634 -0.7547 1.2950  0.125
H -3.1046 0.8858 3.9003  0.122
H -4.4753 0.8401 2.8462  0.129
H -2.8804 2.7937 2.6080  0.130
H -3.3072 2.0929 1.1463  0.144

For the largest force on an atom, the calculation gives 8.6 eV Å⁻¹. Its charge is +1. The spin multiplicity is 1. For the total energy, the calculation gives -1916.3893 Eh.

=====

[4]
The following is a DFT calculation (the ωB97M-V functional and the def2-TZVPD basis) of C21H24BiBr2N4O4Se as an isolated structure.

Each line ends with the Löwdin charge.
CARTESIAN COORDINATES (ANGSTROEM)
Bi -0.0790 0.5826 0.7255  2.138
C 2.9151 -0.1106 -0.7547  -0.147
C 3.0961 1.3923 -0.7348  -0.138
O 2.1965 1.9252 0.2474  -0.273
C 1.8745 3.3061 0.0985  -0.147
C 0.7378 3.4920 -0.8823  -0.116
O -0.4212 2.7860 -0.3725  -0.319
C -1.5375 2.6935 -1.2710  -0.132
C -1.3428 1.5544 -2.2422  -0.118
O -1.0708 0.3433 -1.4947  -0.272
C -0.3883 -0.6544 -2.3005  -0.116
C 1.1045 -0.4260 -2.3324  -0.146
O 1.5477 -0.4957 -0.9776  -0.331
H 3.1801 -0.5207 0.2192  0.110
H 3.5558 -0.5541 -1.5192  0.158
H 2.9037 1.8347 -1.7161  0.133
H 4.1243 1.6242 -0.4500  0.159
H 2.7401 3.8857 -0.2269  0.159
H 1.5782 3.6583 1.0882  0.144
H 1.0053 3.1209 -1.8745  0.134
H 0.4921 4.5530 -0.9596  0.161
H -1.6761 3.6283 -1.8149  0.162
H -2.4134 2.5093 -0.6468  0.139
H -0.5197 1.7580 -2.9286  0.136
H -2.2574 1.4054 -2.8181  0.164
H -0.8056 -0.6425 -3.3074  0.160
H -0.5972 -1.6205 -1.8480  0.118
H 1.3603 0.5393 -2.7788  0.134
H 1.5673 -1.2194 -2.9253  0.161
Se -5.7479 -1.0482 5.8516  1.310
N -5.0674 0.4616 5.2882  -0.203
C -4.2382 0.1864 4.3104  -0.333
C -3.4507 1.1714 3.6129  -0.049
C -3.5292 2.5413 3.8984  0.085
C -2.7134 3.4217 3.2205  0.024
C -1.8148 2.9242 2.2887  -0.086
N -1.7348 1.6222 1.9960  -0.077
C -2.5555 0.7371 2.6238  -0.140
C -2.4952 -0.6568 2.2339  -0.142
N -1.6834 -1.0062 1.1986  -0.090
C -1.6552 -2.2727 0.7794  -0.133
C -2.4058 -3.2728 1.3778  0.022
C -3.1943 -2.9547 2.4615  0.086
C -3.2667 -1.6241 2.8955  -0.048
C -4.1213 -1.2053 3.9781  -0.333
N -4.8536 -2.0177 4.7012  -0.202
H -4.2301 2.8789 4.6517  0.146
H -2.7532 4.4846 3.4125  0.138
H -1.1352 3.5791 1.7635  0.119
H -0.9914 -2.5080 -0.0393  0.061
H -2.3581 -4.2807 0.9899  0.138
H -3.7648 -3.7048 2.9958  0.146
Br 1.5963 -2.1037 2.2849  0.607
C 2.3812 -3.6622 1.3868  -0.955
Br 1.4931 -4.1456 -0.2432  0.664
H 2.2840 -4.4889 2.0789  0.016
H 3.4184 -3.4351 1.1778  0.016

For the largest force on an atom, the calculation gives 0.7 eV Å⁻¹. Its charge is +3. The spin multiplicity is 1. For the total energy, the calculation gives -9097.7087 Eh.